{"formula": "C4H7NO3", "method": "ωB97M-V/def2-TZVPD", "spin_multiplicity": 1, "e_homo_ha": 0.0396, "fmax_ev_per_a": 3.9, "smiles": "N[C@@H](CC[O-])C(=O)[O-]", "lumo_energy_ha": 0.2541, "de_lowest_kcal_mol": 32.58, "total_charge": -2, "orbital_gap_ha": 0.2145, "species": ["H", "H", "C", "N", "H", "H", "C", "C", "H", "H", "O", "O", "H", "O", "C"], "coordinates": [[-1.61, -1.05, 0.10], [-0.43, -0.96, 1.33], [-0.55, -0.80, 0.26], [0.78, 0.99, -1.08], [1.31, -1.93, -0.02], [-1.26, 1.09, -0.59], [-0.35, 0.65, -0.19], [-0.22, 1.71, 1.17], [0.54, -1.55, -1.52], [1.64, 0.89, -0.56], [0.66, 1.49, 2.01], [-0.24, -3.13, -0.34], [0.63, 1.97, -1.31], [-1.21, 2.49, 1.23], [0.29, -1.87, -0.49]]}


{"formula": "C9H13N5O4Pd", "method": "ωB97M-V/def2-TZVPD", "spin_multiplicity": 3, "e_homo_ha": [-0.2929, -0.2980], "s2": 2.01, "fmax_ev_per_a": 2.5, "lumo_energy_ha": [0.0037, -0.0339], "orbital_gap_ha": [0.2965, 0.2642], "species": ["H", "C", "C", "C", "O", "H", "C", "H", "C", "H", "N", "O", "C", "H", "H", "H", "H", "H", "C", "C", "O", "N", "N", "O", "N", "N", "H", "H", "C", "Pd", "H", "H"], "coordinates": [[-2.18, 0.65, -3.03], [0.21, -3.01, -1.38], [2.20, -2.32, 1.68], [0.24, 4.10, 1.42], [-0.12, 1.37, 1.89], [-0.32, 4.48, -1.16], [-0.46, 1.81, 0.80], [-0.41, 4.10, 2.29], [-0.64, 3.49, -0.85], [1.25, 3.69, 1.69], [0.77, -2.43, -0.19], [-1.81, -1.85, -0.62], [-1.26, -2.71, -1.50], [0.34, -4.11, -1.28], [2.98, -1.53, 1.69], [1.20, -0.94, 3.02], [0.72, -2.64, -2.32], [2.63, -3.15, 2.24], [-1.43, 1.30, -1.26], [-1.26, 2.67, -1.69], [2.75, -3.66, -0.21], [-1.03, 0.90, -0.09], [0.99, -1.70, 2.36], [-1.97, -3.24, -2.34], [-1.92, 0.37, -2.10], [-0.33, 3.13, 0.44], [-1.42, 2.91, -2.72], [0.34, 5.12, 0.91], [1.96, -2.86, 0.30], [-0.45, -1.01, 0.75], [0.50, -2.36, 2.97], [-2.07, -0.58, -1.70]]}


{"formula": "C45H45BrF5N3O8PSSeTa", "method": "ωB97M-V/def2-TZVPD", "spin_multiplicity": 1, "e_homo_ha": -0.2983, "fmax_ev_per_a": 0.6, "lumo_energy_ha": -0.0241, "de_lowest_kcal_mol": 20.33, "orbital_gap_ha": 0.2742, "species": ["C", "H", "H", "O", "H", "O", "H", "C", "F", "H", "H", "H", "H", "C", "C", "H", "H", "S", "H", "Se", "H", "C", "P", "O", "O", "C", "C", "C", "C", "H", "H", "C", "H", "C", "H", "C", "C", "H", "H", "H", "H", "C", "C", "C", "C", "H", "C", "F", "C", "H", "C", "O", "H", "C", "H", "C", "C", "H", "H", "H", "C", "C", "N", "H", "C", "H", "C", "O", "H", "C", "H", "H", "H", "H", "Br", "N", "H", "C", "C", "C", "N", "C", "C", "C", "F", "H", "F", "C", "C", "H", "C", "C", "C", "H", "F", "H", "H", "H", "C", "C", "C", "C", "C", "H", "O", "H", "H", "C", "O", "H", "Ta"], "coordinates": [[-5.03, 4.41, -4.39], [-1.13, -3.60, 6.88], [-2.51, 7.30, -3.97], [-0.51, -2.71, -1.03], [-3.33, 0.40, -2.17], [-2.18, -3.49, 1.39], [-3.74, -0.15, 5.10], [-3.88, 4.21, -3.63], [4.11, 4.33, 4.72], [2.99, -4.45, -1.18], [0.55, -0.43, -3.86], [-1.64, -3.12, 0.68], [-5.73, 3.59, -4.52], [-2.21, -1.23, 2.27], [0.10, -1.40, -4.03], [1.39, -4.97, 2.24], [2.82, -1.45, -4.44], [3.21, 0.48, 0.80], [2.92, -4.29, 5.66], [0.97, 2.82, -1.40], [-0.87, 2.03, -5.98], [-4.39, 6.68, -4.83], [0.82, -2.05, -1.06], [1.78, -2.40, 0.12], [1.64, -2.33, -2.36], [0.47, -3.89, -3.81], [0.00, 1.90, -5.35], [-2.94, 1.15, -1.48], [2.02, -3.68, 5.65], [0.95, -3.26, 2.40], [1.29, -4.88, -0.94], [-3.26, -3.06, 3.43], [3.03, -3.20, -4.36], [1.08, -4.08, 1.69], [4.22, -3.15, 0.57], [-5.29, 5.64, -4.98], [-3.39, -0.83, 4.34], [1.26, 1.17, -6.92], [0.13, -4.06, -4.83], [1.20, -4.66, -3.55], [-2.39, 0.68, 3.18], [3.70, 0.01, -0.74], [2.00, -2.50, 4.91], [3.49, -3.45, 1.32], [-0.26, -2.10, 5.63], [2.86, -2.19, 4.34], [1.03, 2.09, -3.18], [3.37, 6.84, 3.99], [2.15, -3.71, 0.67], [-2.07, -1.14, -0.83], [-2.65, -0.37, 3.27], [-0.60, 0.35, 1.41], [-0.21, -1.47, -5.07], [2.30, 1.27, -5.04], [-0.01, 1.44, 3.71], [-3.69, -2.19, 4.42], [0.86, -1.70, 4.90], [-1.17, -1.51, 5.60], [-3.49, -4.12, 3.46], [-0.80, -1.50, -3.41], [-0.25, -3.29, 6.34], [1.66, 3.56, 2.17], [-2.24, -0.48, -0.07], [-0.39, -3.97, -3.13], [-1.39, -0.76, 1.10], [0.66, 1.19, 5.35], [0.90, -4.07, 6.36], [1.09, 2.50, 1.58], [3.23, 0.90, -5.45], [-0.08, 2.25, -4.00], [0.13, -4.28, 1.20], [2.54, -5.70, 0.00], [3.85, -4.35, 1.82], [0.91, -4.99, 6.92], [-2.64, 3.83, -0.55], [-2.35, 0.82, -0.40], [-4.26, -2.58, 5.25], [2.22, 1.60, -3.70], [2.81, 5.78, 3.41], [-3.64, 2.89, -3.04], [4.09, -0.29, -1.78], [2.25, -4.74, -0.44], [1.19, 1.42, -5.87], [3.20, 4.50, 3.78], [0.32, 5.03, 0.92], [-6.19, 5.78, -5.56], [2.97, 2.18, 3.56], [-3.13, 2.55, -1.85], [1.10, -2.51, -3.72], [3.40, -2.65, 2.05], [-3.23, 6.49, -4.09], [2.33, -2.41, -4.60], [-2.53, -2.58, 2.34], [-1.00, 2.65, -3.60], [1.46, 7.18, 2.09], [-3.93, 2.04, -3.67], [-0.88, 0.46, 4.91], [-2.06, 5.13, -2.92], [-2.97, 5.26, -3.49], [1.27, 4.85, 1.83], [0.10, 0.73, 4.53], [0.87, -0.47, 4.06], [1.84, 5.95, 2.44], [-0.73, -1.57, 0.83], [1.50, -0.46, 3.02], [-4.58, 7.64, -5.29], [2.04, -2.49, -5.65], [2.62, 3.40, 3.16], [0.72, -0.48, -0.88], [3.09, 1.48, -3.06], [0.84, 1.02, 0.37]]}


{"formula": "CH5P3", "method": "ωB97M-V/def2-TZVPD", "spin_multiplicity": 1, "e_homo_ha": -0.2809, "fmax_ev_per_a": 2.4, "smiles": "C=[PH]=P#[PH2]", "lumo_energy_ha": -0.0047, "de_lowest_kcal_mol": 56.48, "orbital_gap_ha": 0.2763, "species": ["H", "H", "H", "H", "P", "P", "P", "H", "C"], "coordinates": [[-0.04, -1.31, -0.96], [1.51, 3.28, 0.23], [-2.67, -1.15, 0.85], [2.59, 1.77, 0.84], [-0.13, 1.31, 0.91], [1.70, 1.86, -0.16], [-0.56, -0.56, 0.00], [-1.74, -2.60, -0.02], [-1.88, -1.53, 0.29]]}


{"formula": "C2H3NO2S", "method": "ωB97M-V/def2-TZVPD", "spin_multiplicity": 1, "e_homo_ha": -0.3491, "fmax_ev_per_a": 6.2, "smiles": "O=C(O)/C=N/S", "lumo_energy_ha": -0.0059, "de_lowest_kcal_mol": 91.48, "orbital_gap_ha": 0.3432, "species": ["N", "H", "C", "S", "H", "C", "H", "O", "O"], "coordinates": [[0.75, -0.55, 0.00], [2.50, -1.62, 0.79], [-0.31, 0.09, 0.25], [2.07, -0.05, 1.13], [-3.04, 1.37, -0.96], [-1.30, 0.04, -0.74], [-0.35, 0.82, 1.12], [-2.26, 0.86, -0.20], [-1.22, -0.45, -1.80]]}


{"formula": "C3H10NO", "method": "ωB97M-V/def2-TZVPD", "spin_multiplicity": 1, "e_homo_ha": -0.5620, "fmax_ev_per_a": 2.0, "lumo_energy_ha": -0.1254, "de_lowest_kcal_mol": 30.83, "total_charge": 1, "orbital_gap_ha": 0.4366, "species": ["H", "H", "H", "H", "H", "H", "H", "C", "H", "H", "C", "H", "O", "C", "N"], "coordinates": [[2.53, -0.20, -0.88], [0.59, -0.87, 0.17], [1.10, -0.69, -2.62], [0.33, -0.88, 1.88], [-2.60, -0.48, 1.89], [-0.41, 1.15, 0.45], [-2.62, 1.35, 1.60], [-0.94, 0.32, 0.87], [-0.70, -1.72, 0.89], [1.42, 1.17, -2.63], [1.02, 0.28, -2.15], [-0.04, 0.38, -1.92], [1.64, 0.16, -0.81], [-2.11, 0.40, 1.48], [-0.11, -0.90, 0.96]]}